210
Properties=species:S:1:pos:R:3:forces:R:3:lowdin_charge:R:1 method="wB97M-V/def2-TZVPD" gap_ev=8.32 e_homo_ha=-0.2957 lumo_ev=0.275 max_force_ev_per_a=3.9 total_energy_ev=-120335.9938
C 5.6133 -0.4636 3.8940 -0.5783 0.6643 1.2200 -0.020
C 5.0403 -1.7815 3.3965 0.4484 0.2167 -0.3586 -0.494
C 6.1526 -2.8527 3.1941 -0.1759 3.2724 -2.0296 -0.182
C 6.7129 -3.4050 4.3711 -1.0587 -1.7294 3.2821 -0.198
C 5.4818 -4.0583 5.0610 2.2765 -1.5975 0.4143 -0.135
C 4.3541 -3.1543 5.4199 -1.7324 2.0640 0.7185 -0.495
N 3.9635 -2.2838 4.2570 1.8668 -2.2740 -0.5991 -0.099
O 2.9791 -1.3377 4.4921 -0.0803 0.4147 0.6810 -0.013
C 3.1293 -4.0169 5.7380 0.7660 -0.8322 -0.5618 -0.033
C 4.6410 -2.3419 6.7263 -0.7643 0.4887 -0.2577 -0.019
C 4.4742 -1.5599 2.0164 -1.5537 0.7208 -0.9915 -0.048
H 4.8048 0.1380 4.3093 -0.4484 0.1684 -0.5206 0.080
H 6.0996 0.1568 3.1412 0.2582 -0.2931 0.0531 0.076
H 6.1734 -0.5561 4.8245 0.8400 -0.3034 -0.3417 0.069
H 5.8044 -3.5154 2.4018 0.4982 -0.3235 0.1509 0.129
H 7.0442 -2.2620 2.9838 -0.2839 0.4547 -2.1107 0.126
H 7.1446 -2.6133 4.9834 -0.1761 0.1520 0.2656 0.116
H 7.5808 -4.0109 4.1109 -0.3443 -0.7443 0.3276 0.124
H 5.7711 -4.5789 5.9739 0.0293 0.0773 0.3252 0.118
H 5.1859 -4.8928 4.4252 -0.4278 0.1581 -0.3752 0.121
H 3.4985 -4.6608 6.5362 -0.6968 -0.1529 0.3352 0.088
H 2.1834 -3.5225 5.9592 0.3380 0.2684 0.3251 0.089
H 2.9576 -4.6509 4.8681 -0.1480 -0.1387 -0.0525 0.076
H 5.3032 -1.4935 6.5535 0.2134 -0.2111 0.2101 0.068
H 3.6959 -1.9339 7.0846 -0.2075 0.4523 -0.4536 0.073
H 4.8929 -2.9056 7.6246 0.7713 -0.4824 -0.4275 0.081
H 3.7284 -0.7653 1.9933 -0.3548 0.1038 0.5145 0.083
H 3.9384 -2.4444 1.6718 0.1288 -0.2465 -0.0288 0.075
H 5.0982 -1.2003 1.1981 0.9068 -0.3768 0.4306 0.074
H 2.1769 -1.8566 4.3983 -0.5566 0.0542 -0.1603 0.075
C -5.6463 -1.0035 2.4782 -0.3770 -0.4968 0.3855 -0.006
C -4.3967 -0.7749 3.4054 -2.8022 -0.6264 0.1563 -0.471
C -4.7852 -0.7770 4.8728 0.6806 -0.7280 2.3077 -0.150
C -5.2537 -2.1202 5.4846 0.4352 0.3046 -1.4519 -0.155
C -4.1269 -3.1038 5.1642 -1.2538 -0.5954 0.3796 -0.138
C -3.8032 -3.2303 3.6684 -0.5242 -0.7226 1.0487 -0.505
N -3.4013 -1.8858 3.2269 -0.4919 1.1512 0.1758 -0.079
O -3.0549 -1.9405 1.8747 0.6164 0.3022 -0.4607 -0.037
C -2.5458 -4.0495 3.6041 1.7018 0.8470 -0.3499 -0.050
C -4.8608 -4.0204 2.8426 0.3665 0.1466 -0.5077 -0.011
C -3.8283 0.6157 3.1620 0.6037 -1.0896 -1.3491 -0.018
H -5.3683 -1.2434 1.4519 -0.2177 0.6521 -0.2416 0.061
H -6.4111 -0.2280 2.5205 0.6330 0.7740 -0.2776 0.093
H -6.3037 -1.8366 2.7270 0.5283 -0.3409 0.5410 0.057
H -3.8188 -0.5874 5.3399 0.2693 0.1366 0.3780 0.114
H -5.3997 0.0190 5.2935 -0.3337 0.3293 -0.9698 0.122
H -6.1953 -2.3425 4.9825 -0.1130 -0.5675 0.0348 0.099
H -5.4597 -2.1160 6.5550 0.1409 0.4322 -0.0130 0.110
H -4.3642 -4.0999 5.5376 -0.1885 -0.2293 -0.0933 0.120
H -3.2617 -2.8186 5.7627 0.2958 0.2602 -0.3823 0.122
H -2.1019 -3.9592 2.6127 -0.2452 -0.6339 -0.2509 0.072
H -1.8244 -3.4615 4.1715 0.2373 -0.4591 0.4802 0.073
H -2.5692 -5.0763 3.9692 -0.3211 0.1338 -0.0794 0.100
H -4.5309 -4.0266 1.8037 -0.1192 0.5297 -0.3123 0.073
H -4.7723 -5.0921 3.0205 -0.1892 0.0375 0.7646 0.084
H -5.9061 -3.7124 2.8687 0.2096 -0.0729 0.2471 0.067
H -4.4714 1.4403 3.4697 0.0782 -0.3193 0.5676 0.093
H -3.7506 0.7295 2.0808 0.5362 0.2004 -0.1333 0.077
H -2.8435 0.5494 3.6244 0.0670 0.8271 -0.0204 0.071
H -3.8997 -1.9476 1.4189 -0.0832 -0.2352 -0.8824 0.033
C -5.1398 5.3036 -1.9711 -1.2430 -0.0090 0.7647 -0.233
C -5.9418 4.2646 -1.0787 3.3568 -0.5531 -1.5799 -0.099
O -5.0766 3.0194 -1.3070 -2.6456 1.0012 -0.2033 -0.120
O -4.9895 4.8845 -3.3302 -0.2538 0.5502 1.1659 -0.066
H -4.1656 5.4732 -1.5124 0.2419 -0.3456 0.1730 0.091
H -5.6196 6.2807 -1.9150 -0.2937 0.0346 -0.4854 0.112
H -6.9725 4.1113 -1.3987 0.3117 -0.3948 -0.2628 0.108
H -5.9438 4.5813 -0.0357 0.1670 -0.1554 0.0604 0.098
H -4.3499 2.9802 -0.6809 0.2921 0.3984 0.5694 0.025
H -4.5496 4.0392 -3.2138 0.1106 -0.5753 -0.4055 0.066
C 2.6278 2.4300 -2.6566 -2.8590 0.6139 -1.7572 -0.234
C 3.2060 2.1767 -1.2806 0.5122 -0.4521 -1.3100 -0.221
O 2.4953 3.0066 -0.3822 -0.2736 -1.2140 0.6448 -0.070
O 2.7983 1.4994 -3.7058 2.6260 -1.6989 -0.0853 -0.069
H 2.7767 3.4405 -3.0372 0.7795 0.2659 0.2491 0.115
H 1.5386 2.3887 -2.6619 -0.4771 0.5480 1.5644 0.108
H 4.2927 2.2618 -1.2809 0.1287 0.8548 0.2095 0.110
H 3.1447 1.1148 -1.0423 -0.8780 0.0260 0.5117 0.108
H 2.6527 3.9458 -0.5034 0.4438 0.4474 -0.1332 0.047
H 2.2029 1.5740 -4.4552 -0.3167 0.5654 0.4407 0.079
C 3.1048 -0.8693 -5.9882 2.1492 0.5234 1.6639 -0.302
C 3.4111 0.3137 -6.8795 1.2779 0.0193 0.7770 -0.203
O 4.7293 0.8854 -6.7490 -0.1379 -0.7482 -0.9380 -0.068
O 1.7512 -0.9855 -5.9889 -2.3001 -0.2274 -0.6427 -0.062
H 3.4394 -0.6404 -4.9765 0.2740 0.2643 0.2958 0.107
H 3.6186 -1.8062 -6.2035 0.2083 -0.0932 -0.7319 0.128
H 2.7181 1.0972 -6.5729 -0.4800 -0.1200 -0.6370 0.111
H 3.2973 -0.0889 -7.8860 -0.0306 0.9143 -0.2883 0.131
H 5.0083 1.0297 -5.8419 -0.5446 -0.1521 0.3033 0.075
H 1.4361 -1.5920 -5.3148 -0.2883 -0.2509 0.4896 0.059
C 3.2076 6.0318 1.5663 -0.8480 -2.0121 -0.8387 -0.140
C 2.0228 5.2984 2.2944 -0.7363 0.6775 -0.3117 -0.223
O 0.8251 5.9157 1.9056 -0.4775 1.1592 -0.0006 -0.073
O 3.0928 5.6817 0.1569 0.1110 -0.5071 -0.0277 -0.105
H 4.0958 5.5196 1.9364 0.4217 0.6205 0.1294 0.093
H 3.2846 7.1180 1.5192 -0.3061 -0.1139 1.2770 0.128
H 2.0373 5.2817 3.3842 0.7157 0.6515 0.2393 0.114
H 1.9107 4.2334 2.0910 0.9445 -0.1536 -0.7392 0.103
H 0.1316 5.3613 1.5403 0.1962 -0.2354 -0.0290 0.054
H 3.1011 6.4530 -0.4145 -0.0364 0.0839 0.2603 0.093
C -1.3535 -0.2061 -0.7291 1.2065 0.9509 0.9579 -0.226
C -0.1697 0.6775 -0.2671 -0.2292 -2.9827 1.2849 -0.238
O -0.4125 2.0335 -0.1490 -0.8740 0.9154 -0.6158 -0.049
O -1.6260 0.1990 -2.0378 -0.6937 -0.1183 -0.5141 -0.049
H -2.2008 -0.1018 -0.0514 -0.2757 0.0070 0.0017 0.111
H -1.0115 -1.2405 -0.6942 -0.0028 -0.0548 -0.0860 0.112
H 0.6377 0.4247 -0.9544 0.2891 0.3490 -0.0442 0.127
H 0.0538 0.3064 0.7331 0.5481 -0.2651 0.1421 0.105
H 0.4612 2.4093 -0.0189 0.4887 0.6880 -0.1129 0.070
H -1.5414 1.1446 -1.8954 -0.3235 0.5766 -1.0751 0.069
C -1.3065 4.5511 -3.0663 1.6872 0.1470 -1.5368 -0.199
C 0.1068 5.2372 -3.2046 -1.3656 -0.1522 0.7865 -0.228
O 0.9185 4.8080 -4.2931 -0.1839 -0.2776 0.7244 -0.061
O -2.0979 5.0060 -4.1787 0.2496 -0.3835 0.7724 -0.068
H -1.7527 4.6142 -2.0738 -0.1155 0.7719 0.0068 0.102
H -1.0932 3.4869 -3.1666 -0.2198 -0.3222 -0.3963 0.103
H 0.6113 5.0330 -2.2602 0.5343 -0.1605 -0.1705 0.101
H -0.0590 6.3139 -3.2418 0.0125 0.1885 -0.1441 0.110
H 0.4389 4.8649 -5.1228 -0.3673 0.1477 0.0289 0.088
H -2.8755 5.4672 -3.8559 -0.2704 -0.0484 -0.0091 0.054
C 5.4084 -2.2829 -1.3953 0.2919 -0.8728 0.7119 -0.265
C 6.2860 -1.0833 -1.7514 -0.8527 -0.6419 -0.7157 -0.198
O 5.4194 0.0520 -1.8743 0.6827 -0.0831 0.3705 -0.082
O 4.7861 -2.9502 -2.4531 -0.5482 0.2632 -2.2183 -0.065
H 4.5821 -1.9117 -0.7890 0.3954 0.0969 0.8017 0.101
H 5.9282 -3.1313 -0.9502 0.6749 0.7158 1.1411 0.123
H 6.7979 -1.2171 -2.7044 0.0309 -0.3051 -0.1382 0.119
H 7.0721 -0.9668 -1.0054 -0.3241 0.4130 0.2995 0.112
H 4.5622 -0.3440 -2.0476 -0.2882 0.3538 -0.3146 0.059
H 4.1354 -3.5414 -2.0675 -0.1110 0.0024 -0.1009 0.086
C 6.9344 3.5137 1.2627 -0.4159 0.0591 -0.2369 -0.242
C 7.6111 2.2056 0.9077 -0.4437 -0.0439 1.5958 -0.264
O 8.9446 2.5756 0.7098 0.8055 0.3111 -1.3337 -0.051
O 5.5857 3.2096 1.5478 -0.4633 -0.4268 0.6556 -0.068
H 6.9804 4.1583 0.3849 0.2299 0.0564 -0.1576 0.126
H 7.4565 4.0288 2.0690 -0.1244 -0.0661 0.2769 0.120
H 6.9216 1.7585 0.1916 0.8660 -0.1200 -1.2846 0.112
H 7.6390 1.4610 1.7032 -0.5748 0.1853 0.6287 0.108
H 9.5412 1.8462 0.5265 -0.2967 -0.2019 -0.0300 0.091
H 4.9527 3.8829 1.2879 0.3474 0.1127 -0.2457 0.046
C 1.2993 -4.5776 1.9301 -1.5115 0.4877 -1.3847 -0.212
C 0.6481 -4.8141 0.4946 0.9812 -0.6368 1.4351 -0.179
O 1.0377 -3.7545 -0.4793 -0.7886 -1.8374 1.8318 -0.074
O 0.6621 -3.4590 2.5158 0.6383 0.7583 -0.1684 -0.085
H 2.3678 -4.4418 1.7624 0.2086 0.1018 0.2944 0.102
H 1.1011 -5.3127 2.7100 0.2001 -0.8456 -0.7978 0.121
H -0.4261 -4.9712 0.5918 -0.2712 0.9760 0.0456 0.105
H 0.9326 -5.8336 0.2345 0.7827 0.0960 -0.8564 0.102
H 0.2799 -3.7862 -1.0677 0.1187 0.3925 -0.4953 0.057
H 0.8662 -2.7562 1.8945 -0.2164 0.6372 0.0789 0.074
C -0.0363 1.2886 4.4780 -1.4235 -1.6455 -0.1557 -0.236
C 0.0270 -0.0419 3.6883 0.0180 -0.8302 0.4859 -0.214
O -0.4044 -1.2299 4.4031 0.6904 0.9390 0.3311 -0.086
O 0.4468 2.3220 3.6661 0.1113 0.4172 0.0087 -0.058
H 0.4458 1.2336 5.4541 0.4096 -0.2020 -0.0950 0.126
H -1.0920 1.4305 4.7093 -0.0769 0.5654 -0.1013 0.103
H 1.0631 -0.1578 3.3700 0.1722 -0.1266 -0.2499 0.096
H -0.6448 -0.1284 2.8344 0.2552 1.4164 -0.4541 0.102
H -0.9265 -1.6613 3.7227 -0.3512 -0.5854 0.4373 0.028
H 1.4035 2.2738 3.7290 0.2029 0.1463 -0.1873 0.086
C -7.3706 -0.8908 -3.7664 0.6239 -0.8955 2.1728 -0.283
C -7.0047 -0.0914 -2.4754 0.2760 -1.5042 -0.9077 -0.173
O -5.5834 0.1568 -2.3063 -1.3152 -0.7673 0.0027 -0.073
O -7.4329 -0.1292 -4.8747 -0.5134 1.8376 -2.3834 -0.050
H -8.3197 -1.3965 -3.5883 -0.3228 -0.0158 0.2549 0.120
H -6.6805 -1.6957 -4.0195 0.4606 0.0013 0.5826 0.123
H -7.3814 -0.7898 -1.7281 0.6874 0.1644 0.7827 0.108
H -7.6855 0.7581 -2.4210 0.5239 0.5414 -0.0155 0.119
H -5.3001 1.0461 -2.5311 -0.4248 0.3977 0.0628 0.066
H -8.3040 0.2716 -4.9203 0.1144 0.2753 -0.2547 0.111
C -3.0857 3.9816 1.6946 0.2234 1.2749 -0.8340 -0.204
C -2.9388 5.4367 1.3958 -1.2666 2.7537 1.9173 -0.273
O -1.7876 5.9130 0.7530 0.5145 -0.8432 -0.5874 -0.046
O -2.9668 3.3438 0.4418 -0.0861 -0.9554 0.3209 -0.077
H -4.0831 3.8865 2.1238 0.0143 -0.4579 0.0264 0.126
H -2.3186 3.6440 2.3914 -0.0588 -0.1731 0.1048 0.132
H -3.0458 6.0251 2.3071 0.5097 -0.4070 1.1612 0.119
H -3.8123 5.9318 0.9715 -0.5334 -0.9886 -1.2273 0.110
H -1.9848 6.8326 0.5606 0.4336 0.0670 -0.1184 0.104
H -2.0415 3.0885 0.4266 0.4158 -0.6201 -0.7757 0.057
C -4.5901 -3.2716 -1.6486 1.7876 0.7291 -0.7460 -0.197
C -3.1443 -3.2955 -2.3036 -0.9783 0.4639 -1.5096 -0.163
O -2.9201 -2.4293 -3.4646 -0.3437 -0.1704 0.9248 -0.090
O -4.7281 -2.1490 -0.8159 0.1105 -0.2185 1.4843 -0.092
H -4.6020 -4.1746 -1.0382 -0.3162 0.0826 0.2168 0.111
H -5.4424 -3.2534 -2.3279 0.3431 -0.4769 -0.5718 0.112
H -2.9233 -4.2579 -2.7653 -0.0625 -0.4124 0.7415 0.111
H -2.4188 -2.9784 -1.5545 -0.0991 -0.4989 0.3661 0.100
H -2.4683 -1.6545 -3.1225 -0.1863 0.6154 -0.0750 0.036
H -4.6455 -1.3106 -1.2761 -0.2118 0.2347 -0.7002 0.056
C -3.8940 -0.0824 -5.9577 2.5053 0.4267 0.9379 -0.284
C -3.3410 1.1776 -6.7409 0.4539 -1.8659 0.7377 -0.180
O -3.4230 2.4689 -6.0296 -0.4666 -1.9892 -1.6189 -0.070
O -5.0929 -0.6041 -6.3203 -2.3594 0.3344 -0.5930 -0.051
H -3.8881 0.1037 -4.8837 0.0774 0.5590 0.2798 0.106
H -3.2877 -0.9867 -6.0103 1.2215 0.5089 -0.5022 0.108
H -3.7671 1.0492 -7.7360 -0.9695 1.1161 -0.0178 0.111
H -2.3176 0.9429 -7.0338 0.5469 0.3619 0.7881 0.099
H -3.9338 2.9766 -6.6644 -0.0667 0.6253 0.3289 0.070
H -5.7287 -0.1437 -5.7678 -0.8823 -0.1739 -0.3568 0.044
C 1.1463 -4.3002 -6.3724 -0.6991 0.0691 -0.1986 -0.265
C -0.1060 -3.8271 -5.6239 -0.1439 -1.4875 0.8139 -0.190
O 0.2181 -2.8883 -4.5565 0.2706 -0.5082 -1.0755 -0.076
O 1.5142 -3.4655 -7.3986 0.5580 1.4890 -1.1936 -0.061
H 0.9440 -5.1996 -6.9540 -0.2365 -0.6466 0.9395 0.124
H 2.0250 -4.3814 -5.7326 -0.2881 -0.6608 0.6901 0.125
H -0.5500 -4.7376 -5.2215 0.3120 -0.2962 0.9739 0.102
H -0.9548 -3.6108 -6.2726 0.4766 1.3356 -0.4057 0.126
H -0.5505 -2.3860 -4.2764 -0.4506 -0.1399 -0.1926 0.068
H 1.7954 -2.6576 -6.9629 -0.0414 0.7189 -0.5178 0.032